Computed, not measured: C34H61Br3CaClF3MgN3O19PRbS as an isolated structure in a non-equilibrium geometry, with wB97M-V/def2-TZVPD.

Output
E (eV): -355054.1090
Charge: +1
Spin multiplicity: 1
Gap between HOMO and LUMO (Ha): 0.034
Lowest unoccupied orbital energy (eV): -6.82

Last column: Mulliken charge in e.
Positions of all 129 atoms, in Å:
C 3.167 4.994 -0.050  -0.954
C 2.083 4.423 -1.103  0.205
C 1.090 5.534 -1.675  -0.415
C 0.163 5.001 -2.898  -0.674
C -1.283 4.505 -2.329  0.283
C -1.779 3.364 -3.326  -0.898
C -3.038 2.493 -2.757  -0.491
C -2.731 0.962 -2.490  -1.618
C -2.746 0.390 -0.943  0.331
P -0.839 0.354 -0.653  0.695
O -0.094 1.781 -1.213  0.112
Br 0.078 -1.326 -1.938  -0.289
C -3.518 -1.000 -1.228  0.350
C -3.672 -2.300 -0.362  -1.058
Br -5.011 -3.584 -1.177  -0.086
C -3.097 -2.834 0.790  0.398
C -3.495 -4.268 1.422  -1.360
Br -1.694 -1.843 1.682  -0.094
N -4.940 -0.406 -1.266  -0.416
C -5.039 1.006 -0.753  -0.373
O -5.959 1.813 -0.915  -0.566
C -3.662 1.187 0.124  1.048
C -3.241 2.647 0.601  0.520
C -2.501 2.844 1.985  -0.695
C -0.983 2.369 2.060  0.400
O -0.589 1.261 2.445  -0.457
O -0.006 3.339 1.657  -0.404
C -4.209 0.488 1.448  -0.698
O -5.273 1.407 1.980  -0.229
N -5.245 1.141 3.316  0.013
O -6.111 0.331 3.583  -0.426
H 4.162 4.429 -0.085  0.252
H 2.758 4.818 1.013  0.229
H 3.332 6.120 -0.134  0.210
H 2.642 3.824 -1.893  0.314
H 1.453 3.667 -0.503  -0.258
H 1.725 6.425 -1.997  0.314
H 0.371 5.803 -0.818  0.093
H 0.676 4.035 -3.256  0.209
H 0.069 5.756 -3.740  0.400
H -2.018 5.402 -2.306  0.294
H -1.075 4.170 -1.264  -0.399
H -2.048 3.891 -4.314  0.493
H -0.917 2.653 -3.610  0.177
H -3.745 2.536 -3.674  0.335
H -3.639 3.056 -1.976  0.501
H -3.446 0.372 -3.175  0.597
H -1.697 0.756 -2.959  0.682
H 0.371 1.582 -2.056  0.177
H -3.179 -1.469 -2.234  0.574
H -4.612 -4.326 1.635  0.401
H -3.103 -5.094 0.748  0.371
H -2.946 -4.365 2.422  0.285
H -5.606 -0.846 -0.619  0.437
H -4.199 3.287 0.600  0.652
H -2.560 3.141 -0.186  -1.152
H -3.018 2.425 2.910  0.024
H -2.466 3.983 2.172  0.617
H -0.407 4.240 1.718  0.344
H -4.761 -0.495 1.311  0.579
H -3.456 0.348 2.302  0.220
Rb -4.218 -0.557 4.626  0.837
O -0.797 -6.149 2.693  -0.427
S -0.379 -7.500 3.048  1.188
O -1.331 -8.552 3.284  -0.617
O 0.633 -7.419 4.304  -0.264
C 0.208 -6.728 5.478  -0.258
C -0.748 -7.567 6.306  -1.013
C 0.802 -8.096 1.857  -1.170
H -0.234 -5.761 5.221  0.243
H 1.107 -6.525 6.066  0.292
H -1.697 -7.711 5.785  0.292
H -0.958 -7.082 7.262  0.395
H -0.330 -8.558 6.494  0.268
H 1.574 -7.320 1.703  0.225
H 0.270 -8.289 0.926  0.562
H 1.245 -9.022 2.232  0.428
Cl 0.863 -5.715 1.375  -0.367
C 3.338 10.742 -0.114  -0.656
O 2.253 9.917 -0.547  -0.270
C 1.077 10.546 -0.607  0.605
O 0.871 11.700 -0.335  -0.522
O 0.149 9.659 -1.027  -0.292
C -1.151 10.199 -1.135  -0.627
H 4.238 10.127 -0.104  0.218
H 3.493 11.571 -0.806  0.302
H 3.160 11.111 0.898  0.325
H -1.173 11.014 -1.872  0.391
H -1.507 10.550 -0.157  0.399
H -1.819 9.402 -1.480  0.110
C 3.381 -0.647 -0.321  -1.048
C 3.942 -1.954 -0.846  -0.190
O 4.931 -1.787 -1.871  -0.045
C 6.319 -1.492 -1.503  0.515
O 6.760 -2.342 -0.646  -0.643
C 6.550 0.001 -1.083  0.761
F 5.806 0.840 -1.856  -0.269
F 7.831 0.368 -1.278  -0.269
F 6.251 0.284 0.189  -0.224
H 3.242 0.080 -1.125  0.197
H 2.421 -0.820 0.171  0.381
H 4.041 -0.203 0.423  0.400
H 3.119 -2.489 -1.330  0.302
H 4.283 -2.600 -0.036  0.280
H 6.807 -1.508 -2.527  -0.380
Mg 5.313 -1.872 -4.024  0.998
C 3.851 -8.563 0.635  0.332
O 3.467 -9.575 1.193  -0.645
N 4.662 -8.523 -0.457  0.120
C 5.075 -7.274 -1.063  -0.942
C 5.127 -9.771 -1.031  -0.955
H 3.557 -7.561 0.990  0.177
H 4.733 -7.251 -2.101  0.382
H 6.165 -7.207 -1.037  0.347
H 4.652 -6.422 -0.529  0.256
H 4.265 -10.369 -1.335  0.298
H 5.689 -10.326 -0.276  0.299
H 5.764 -9.580 -1.895  0.383
C -7.789 3.347 5.068  -0.089
O -7.210 3.918 6.113  -0.548
H -8.538 3.946 4.515  0.261
H -7.127 3.019 4.240  -0.193
H -8.364 2.414 5.254  0.202
Ca -3.442 10.777 -1.449  0.635
C 2.329 -4.571 -6.135  0.704
O 3.422 -4.341 -6.737  -0.712
O 1.319 -4.821 -7.010  -0.456
O 2.066 -4.596 -4.922  -0.666
H 1.899 -4.712 -7.790  0.319

Computed, not measured: C34H63AsCoF6N2O3SbSi3 as an isolated structure in a non-equilibrium geometry, with wB97M-V/def2-TZVPD.

Output
E (eV): -190351.0000
Charge: -1
Spin multiplicity: 2
Gap between HOMO and LUMO (alpha / beta) (Ha): 0.258 / 0.257
Energy above the lowest of the compared OMol25 structures with the same formula, charge and spin (kcal/mol): 19.3
Lowest unoccupied orbital energy (alpha / beta) (eV): 2.61 / 2.61

Last column: Mulliken charge in e.
Positions of all 114 atoms, in Å:
Co 0.356 -0.553 -0.460  0.897
C 3.659 -1.026 -3.098  -2.134
C 2.944 -0.594 -1.833  0.357
O 1.696 -0.375 -1.947  0.705
C 3.675 -0.418 -0.676  -1.952
C 3.104 0.099 0.518  1.104
C 4.046 0.665 1.547  -1.734
N 1.813 0.143 0.686  2.387
N 1.357 0.876 1.792  0.122
C 0.145 1.293 1.552  -0.620
O -0.543 1.013 0.510  0.011
C -0.453 2.232 2.552  0.881
C 0.266 2.664 3.664  -0.545
C -0.308 3.533 4.575  -0.694
C -1.607 3.990 4.383  -0.716
C -2.323 3.575 3.271  -0.946
C -1.746 2.702 2.360  -0.362
H 2.966 -0.992 -3.934  0.249
H 4.030 -2.046 -2.987  0.405
H 4.512 -0.380 -3.307  0.403
H 4.746 -0.554 -0.712  0.315
H 4.990 0.930 1.074  0.533
H 4.246 -0.076 2.322  0.215
H 3.612 1.535 2.031  0.267
H 1.277 2.302 3.797  0.339
H 0.258 3.860 5.438  0.423
H -2.056 4.669 5.098  0.371
H -3.333 3.930 3.110  0.462
H -2.287 2.371 1.484  0.195
C -2.159 -3.257 4.306  -1.163
Si -1.464 -1.784 3.360  0.571
C -2.916 -0.758 2.774  -0.821
C -0.452 -0.801 4.594  -0.918
As -0.216 -2.313 1.433  0.665
Si -1.331 -4.276 0.738  0.738
C -0.299 -5.031 -0.627  -0.688
C -1.588 -5.679 1.983  -1.200
C -3.066 -3.702 0.332  -0.985
Si 1.800 -3.176 2.297  0.611
C 2.901 -3.497 0.802  -1.020
C 2.600 -1.958 3.477  -0.827
C 1.655 -4.801 3.236  -1.318
H -2.462 -2.906 5.296  0.373
H -1.436 -4.060 4.437  0.266
H -3.036 -3.675 3.814  0.271
H -3.667 -0.680 3.564  0.487
H -3.385 -1.188 1.889  0.238
H -2.583 0.242 2.511  0.009
H -1.134 -0.214 5.213  0.393
H 0.237 -0.114 4.107  -0.048
H 0.126 -1.456 5.246  0.399
H 0.519 -5.599 -0.179  0.379
H 0.111 -4.267 -1.284  -0.188
H -0.902 -5.715 -1.226  0.459
H -0.732 -5.894 2.614  0.322
H -1.790 -6.573 1.386  0.339
H -2.446 -5.508 2.627  0.327
H -3.056 -2.759 -0.208  -0.142
H -3.607 -3.560 1.270  0.364
H -3.610 -4.432 -0.268  0.475
H 2.379 -3.282 -0.132  0.005
H 3.225 -4.539 0.776  0.494
H 3.785 -2.858 0.815  0.437
H 2.390 -0.927 3.197  -0.119
H 3.682 -2.110 3.474  0.472
H 2.241 -2.112 4.495  0.356
H 1.389 -5.626 2.578  0.285
H 0.922 -4.756 4.041  0.296
H 2.628 -5.025 3.679  0.427
C -2.935 3.366 -1.483  -1.204
C -1.621 4.100 -1.735  0.617
C -1.167 4.832 -0.480  -1.493
Sb -0.166 2.638 -2.450  -0.271
C 1.679 3.682 -1.956  0.465
C 2.788 3.187 -2.881  -1.600
C 2.081 3.447 -0.505  -1.626
C -0.203 3.355 -4.528  0.310
C -1.550 3.023 -5.160  -1.304
C 0.125 4.830 -4.718  -1.630
H -3.710 4.058 -1.133  0.453
H -2.804 2.592 -0.726  -0.058
H -3.309 2.870 -2.381  0.323
H -1.763 4.826 -2.541  0.384
H -0.942 4.133 0.326  0.083
H -1.958 5.498 -0.116  0.518
H -0.277 5.438 -0.656  0.298
H 1.505 4.750 -2.122  0.728
H 2.940 2.114 -2.749  0.058
H 3.735 3.683 -2.644  0.453
H 2.573 3.369 -3.934  0.372
H 2.236 2.385 -0.321  0.004
H 1.332 3.793 0.204  0.148
H 3.021 3.966 -0.279  0.575
H 0.568 2.759 -5.027  0.430
H -2.365 3.534 -4.641  0.204
H -1.763 1.955 -5.131  0.207
H -1.583 3.346 -6.206  0.442
H -0.624 5.469 -4.247  0.269
H 0.137 5.087 -5.783  0.471
H 1.096 5.101 -4.305  0.304
C -0.460 -0.770 -3.810  -2.458
C -1.257 -1.596 -2.792  1.404
O -0.621 -1.840 -1.621  -0.369
C -2.636 -0.894 -2.523  -0.081
F -3.669 -1.755 -2.404  -0.352
F -2.992 -0.033 -3.500  -0.330
F -2.597 -0.197 -1.389  -0.020
C -1.539 -2.948 -3.502  0.323
F -2.305 -2.794 -4.606  -0.321
F -2.144 -3.868 -2.749  -0.181
F -0.392 -3.511 -3.922  -0.279
H 0.500 -1.256 -3.954  0.201
H -0.272 0.220 -3.405  -0.042
H -0.984 -0.685 -4.762  0.618